(1)
A 8-piece molecular cluster, C32H88N8O8 overall at a distorted geometry, computed with the ωB97M-V functional and the def2-TZVPD basis.

total charge	0
SMILES string	COC[C@H](C)N.COC[C@H](C)N.COC[C@H](C)N.COC[C@H](C)N.COC[C@H](C)N.COC[C@H](C)N.COC[C@H](C)N.COC[C@H](C)N
frontier orbital gap	9.59	eV
molar mass	713.1	u
LUMO energy	0.025	Ha
energy relative to the best compared isomer or geometry (same formula, charge and spin)	21.04	kcal per mole

Positions of all 136 atoms, in Å:
O  -4.507  -1.317  -2.383
O  0.602  2.329  -4.624
O  5.532  -0.896  1.665
O  2.460  1.625  8.994
O  0.422  -3.000  -3.088
O  0.281  -2.387  3.758
O  -0.615  -0.072  0.119
O  -2.066  5.951  -2.657
N  -4.864  0.061  -4.678
N  0.053  2.693  1.155
N  -0.895  -5.885  3.428
N  4.940  -1.918  -1.909
N  0.269  -1.692  -6.507
N  -3.013  3.659  -4.082
N  -0.360  1.756  8.188
N  -0.592  2.117  -1.901
C  0.111  -4.458  1.734
C  -4.585  3.699  -2.228
C  5.791  -1.077  0.292
C  1.802  1.516  -2.176
C  -0.068  -2.587  -5.369
C  0.210  -4.022  -5.771
C  -3.807  -1.790  -3.512
C  0.752  2.624  -2.254
C  3.465  1.989  9.914
C  0.727  -2.128  -4.182
C  1.541  -2.345  4.386
C  0.185  1.641  3.333
C  0.369  0.543  8.553
C  4.035  -2.857  0.163
C  -4.599  -2.304  -1.398
C  0.972  -0.085  7.299
C  -3.442  5.890  -2.967
C  -0.805  0.368  1.447
C  0.979  -2.528  -1.893
C  4.616  -1.618  -0.506
C  -3.587  -0.668  -4.518
C  0.093  2.853  -5.828
C  -3.988  4.497  -3.392
C  0.220  1.387  1.845
C  1.462  0.828  9.581
C  4.662  0.185  1.938
C  -1.748  -0.783  -0.357
C  -1.757  5.345  -1.412
C  0.771  3.297  -3.608
C  0.073  -4.765  3.220
C  -2.473  0.259  -4.069
C  -0.444  -3.567  4.009
H  -3.536  6.552  -3.831
H  3.698  -3.601  -0.565
H  0.341  -0.054  6.415
H  -5.293  -3.093  -1.724
H  0.056  4.128  -3.649
H  1.054  -5.101  3.573
H  4.291  0.073  2.954
H  -0.445  -3.792  5.085
H  4.089  2.725  9.398
H  -1.870  4.262  -1.481
H  -2.009  -1.548  0.382
H  0.677  -1.501  -1.640
H  -0.414  -0.952  -6.597
H  -0.745  5.614  -1.123
H  0.007  -4.707  -4.943
H  -0.936  2.934  1.122
H  1.779  3.722  -3.744
H  5.578  -1.230  -2.294
H  5.405  -2.820  -1.947
H  -2.608  -0.129  -0.547
H  3.050  2.441  10.815
H  -2.464  5.689  -0.642
H  -0.038  2.031  -6.524
H  -3.358  -1.132  -5.481
H  3.769  -0.923  -0.556
H  2.803  1.935  -2.337
H  0.193  0.711  3.911
H  -1.017  1.786  -2.760
H  5.183  1.147  1.850
H  0.313  -5.326  1.111
H  -0.846  3.395  -5.667
H  -3.798  3.432  -1.518
H  -1.580  -0.303  -3.764
H  -2.781  0.795  -3.168
H  -0.535  2.294  9.032
H  -2.176  0.974  -4.835
H  1.272  -4.181  -5.971
H  1.668  0.829  -3.013
H  -3.645  -2.816  -1.200
H  1.075  2.193  3.638
H  -2.609  4.209  -4.828
H  3.123  -2.642  0.727
H  1.215  -1.129  7.538
H  3.814  0.211  1.246
H  -1.481  -1.204  -1.326
H  -0.675  2.251  3.612
H  2.042  -1.415  4.130
H  -1.829  0.601  1.763
H  0.774  3.604  -6.259
H  2.205  -3.152  4.038
H  -0.868  -4.081  1.416
H  -1.463  -3.369  3.674
H  0.613  -3.134  -1.061
H  1.047  3.399  -1.533
H  0.985  1.398  10.400
H  -4.930  -1.912  -0.438
H  -2.327  3.317  -3.423
H  6.574  -1.844  0.245
H  -0.323  -0.203  8.946
H  -1.127  -2.445  -5.126
H  1.958  0.313  7.047
H  2.075  -2.558  -1.902
H  1.775  1.007  -1.214
H  1.895  -0.064  10.054
H  0.799  -3.625  1.576
H  1.431  -2.494  5.466
H  -0.436  -4.318  -6.596
H  4.707  -3.358  0.863
H  4.136  1.147  10.118
H  0.440  -1.107  -3.902
H  0.276  -2.208  -7.378
H  -4.388  -2.582  -4.009
H  0.273  2.579  0.167
H  1.214  1.045  1.544
H  -2.849  -2.226  -3.197
H  -0.466  1.300  -1.312
H  0.232  2.336  7.604
H  -4.645  1.001  -4.992
H  1.808  -2.146  -4.366
H  -1.063  -6.065  4.413
H  -5.287  0.157  -3.762
H  6.216  -0.168  -0.162
H  -5.063  2.800  -2.612
H  -0.576  -0.533  2.057
H  -0.453  -6.738  3.100
H  -4.820  4.682  -4.081
H  -5.316  4.289  -1.673
H  -4.022  6.256  -2.110

=====

(2)
A 8-piece molecular cluster, C32H88N8O8 overall at a distorted geometry, computed with the ωB97M-V functional and the def2-TZVPD basis.

total charge	0
SMILES string	COC[C@H](C)N.COC[C@H](C)N.COC[C@H](C)N.COC[C@H](C)N.COC[C@H](C)N.COC[C@H](C)N.COC[C@H](C)N.COC[C@H](C)N
frontier orbital gap	9.65	eV
molar mass	713.1	u
LUMO energy	0.026	Ha
energy relative to the best compared isomer or geometry (same formula, charge and spin)	29.96	kcal per mole

Positions of all 136 atoms, in Å:
O  4.256  -4.759  3.247
O  -3.591  -3.372  -2.905
O  -4.092  5.358  -3.627
O  1.319  4.603  -0.445
O  -2.618  4.620  0.924
O  1.289  -0.635  1.557
O  4.165  2.702  2.176
O  -0.749  -6.268  0.380
N  6.197  -7.667  4.390
N  2.634  3.679  5.295
N  -5.706  3.282  2.440
N  -0.249  -1.990  -2.543
N  1.247  1.695  0.117
N  -2.102  2.986  -5.528
N  -0.375  -9.244  0.246
N  3.104  3.264  -2.568
C  4.502  3.295  0.944
C  1.602  -2.011  1.585
C  -3.143  3.395  -4.554
C  -2.822  2.869  -3.176
C  -3.970  4.473  1.250
C  5.472  -6.397  4.597
C  -4.452  6.708  -3.757
C  0.168  -0.387  0.733
C  -1.027  -8.370  -0.733
C  2.143  4.389  -2.741
C  2.928  -5.223  3.119
C  -2.030  -1.014  -3.972
C  1.834  1.765  3.865
C  -4.239  3.453  2.331
C  -0.127  -5.009  0.434
C  -1.682  -1.931  -2.820
C  -2.195  -3.339  -3.024
C  1.102  5.532  0.611
C  -3.155  4.904  -4.561
C  -0.001  1.110  0.635
C  -2.540  -8.297  -0.508
C  3.351  3.515  2.980
C  -4.093  -4.604  -3.343
C  -2.478  5.376  -0.269
C  0.798  3.876  -3.265
C  2.088  5.202  -1.454
C  -1.114  1.489  -0.349
C  6.285  -5.459  5.472
C  -3.500  2.150  2.245
C  -0.369  -6.997  -0.746
C  5.242  -5.755  3.231
C  2.946  2.755  4.218
H  -1.396  5.402  -0.403
H  -1.026  -9.938  0.587
H  1.143  2.216  3.151
H  -6.068  4.118  2.894
H  7.060  -7.505  3.878
H  1.563  6.130  -1.734
H  -2.166  -1.516  -1.930
H  4.878  4.319  1.076
H  -0.305  -4.373  -0.441
H  -2.687  1.784  -3.128
H  2.609  5.027  -3.494
H  -3.713  -5.441  -2.737
H  -3.011  -7.570  -1.177
H  1.786  4.212  5.127
H  1.318  1.335  4.724
H  3.133  5.386  -1.181
H  -0.258  1.511  1.624
H  3.061  2.768  -3.457
H  0.570  6.385  0.182
H  3.915  4.429  3.234
H  5.130  -6.497  2.428
H  -2.850  -8.048  0.504
H  -0.465  -6.560  -1.751
H  1.366  -2.536  0.652
H  0.316  3.184  -2.575
H  -0.874  -8.783  -1.735
H  -0.763  -0.886  1.041
H  -1.924  1.990  -5.513
H  -4.426  5.443  1.517
H  -3.736  1.560  3.143
H  -1.478  2.502  -0.157
H  -4.581  6.959  -4.815
H  3.624  3.312  0.288
H  0.117  -1.217  -2.005
H  -2.152  5.309  -4.358
H  -0.581  -4.473  1.271
H  0.268  -1.949  -3.416
H  2.729  2.562  -1.929
H  -4.112  3.017  -4.896
H  6.417  -5.859  6.479
H  -5.176  -4.592  -3.242
H  -3.693  7.382  -3.331
H  -5.854  2.592  3.174
H  -1.876  -3.706  -4.014
H  -2.941  -9.275  -0.788
H  -4.580  4.210  0.365
H  0.952  -5.079  0.616
H  4.519  -6.677  5.048
H  5.296  2.715  0.482
H  2.272  0.910  3.342
H  -2.879  6.390  -0.166
H  6.500  -8.015  5.294
H  -3.902  3.949  3.259
H  -3.676  3.071  -2.528
H  -3.796  -4.833  -4.373
H  2.461  3.227  6.183
H  -0.029  -8.720  1.038
H  2.500  -5.518  4.084
H  -3.868  1.513  1.438
H  -1.914  3.288  -2.745
H  -0.681  1.569  -1.350
H  6.175  -5.248  2.948
H  -2.474  3.215  -6.444
H  2.013  1.375  0.701
H  -1.967  0.808  -0.358
H  -1.577  -0.028  -3.827
H  2.849  -6.123  2.495
H  7.250  -5.226  5.016
H  -2.954  4.894  -1.125
H  1.184  2.707  0.133
H  0.398  -0.809  -0.251
H  -3.370  5.267  -5.582
H  -5.357  6.887  -3.180
H  0.962  3.429  -4.242
H  -1.676  -1.345  -4.953
H  0.106  4.724  -3.337
H  0.522  5.071  1.409
H  3.825  2.185  4.530
H  2.062  5.826  1.047
H  0.939  -2.533  2.296
H  5.829  -4.470  5.603
H  2.370  -4.420  2.649
H  0.722  -7.195  -0.723
H  -1.728  -4.036  -2.316
H  2.633  -2.097  1.916
H  -2.421  2.253  2.317
H  2.473  3.895  2.428
H  -3.107  -0.835  -4.036

=====

Number 1: E_HOMO -8.901 eV. Number 2: E_HOMO -8.955 eV.